1) ORCA calculation (ωB97M-V with the def2-TZVPD basis set) on an isolated molecule of C2H6N4O2.

For the HOMO energy, the calculation gives -9.86 eV. The lowest unoccupied orbital energy comes out at 0.43 eV. The calculation puts the HOMO-LUMO gap at 10.29 eV.

CARTESIAN COORDINATES (ANGSTROEM)
C1 0.9446 -0.5670 0.1280
C2 -1.7804 -0.0458 -0.0594
H1 3.0038 -0.1818 -0.3556
H2 3.1861 1.3373 0.4597
H3 0.4686 1.2121 -0.2833
H4 -0.9072 -1.5689 0.3449
H5 -2.8109 1.7007 -0.1104
H6 -1.2286 1.5233 0.8844
N1 2.5964 0.9627 -0.3599
N2 1.2252 0.8712 0.2849
N3 -0.4646 -0.6530 0.2900
N4 -1.7527 1.3204 -0.0723
O1 1.7801 -1.5573 -0.0794
O2 -2.7710 -0.6746 -0.2144

Results of the Mulliken charge analysis, in e, for atoms 1 through 2: 0.460, 0.541

=====

2) ORCA calculation (ωB97M-V with the def2-TZVPD basis set) on an isolated molecule of C2H6N4O2.

For the HOMO energy, the calculation gives -8.76 eV. The lowest unoccupied orbital energy comes out at 0.48 eV. The calculation puts the HOMO-LUMO gap at 9.24 eV.

CARTESIAN COORDINATES (ANGSTROEM)
C1 0.6792 0.4970 -0.0726
C2 -1.5637 -0.1461 0.0431
H1 2.4613 -0.8187 1.1523
H2 3.6101 -1.2375 -0.2641
H3 2.4158 1.1261 -0.2119
H4 -0.5913 2.1427 -0.0620
H5 -1.3406 -2.1537 0.4896
H6 -2.8793 -1.7336 0.0724
N1 2.4524 -1.0835 0.1490
N2 1.9635 0.2123 -0.3710
N3 0.4096 1.7787 0.2094
N4 -2.0360 -1.4544 -0.1521
O1 -0.2446 -0.5455 0.0168
O2 -1.9924 1.0953 0.0023

Results of the Mulliken charge analysis, in e, for atoms 1 through 2: 0.342, 0.573

=====

Quick one: most stable of them? 1)

=====

1) ORCA calculation (ωB97M-V with the def2-TZVPD basis set) on an isolated molecule of H5NO2Si.

For the HOMO energy, the calculation gives -9.71 eV. The lowest unoccupied orbital energy comes out at 0.52 eV. The calculation puts the HOMO-LUMO gap at 10.23 eV.

CARTESIAN COORDINATES (ANGSTROEM)
N1 -0.7377 0.8874 1.0340
O1 -0.0080 0.4366 -1.6122
O2 1.5609 -1.1425 -0.1408
Si1 -0.0056 -0.7068 -0.3310
H1 -1.6718 0.6257 1.3202
H2 -0.2504 0.7428 1.9098
H3 0.0531 1.3329 -1.2308
H4 2.1259 -0.3732 -0.3985
H5 -1.0664 -1.8029 -0.5508

Results of the Mulliken charge analysis, in e, for atoms 1 through 2: -0.709, -0.554

=====

2) ORCA calculation (ωB97M-V with the def2-TZVPD basis set) on an isolated molecule of H5NO2Si.

For the HOMO energy, the calculation gives -8.94 eV. The lowest unoccupied orbital energy comes out at 0.46 eV. The calculation puts the HOMO-LUMO gap at 9.40 eV.

CARTESIAN COORDINATES (ANGSTROEM)
N1 1.5391 0.3703 -0.0715
O1 -1.1765 -1.4165 0.3025
O2 -1.4408 1.2533 0.1888
Si1 -0.6657 -0.0197 -0.3721
H1 1.8093 0.5655 0.8790
H2 2.0344 -0.4682 -0.2738
H3 -0.6924 -2.2175 0.3720
H4 -0.9314 1.8842 0.7945
H5 -0.4760 0.0486 -1.8194

Results of the Mulliken charge analysis, in e, for atoms 1 through 2: -0.704, -0.496

=====

Quick one: most stable of them? 1)

=====

1) ORCA calculation (ωB97M-V with the def2-TZVPD basis set) on an isolated molecule of C5H8N2O3.

For the HOMO energy, the calculation gives -8.91 eV. The lowest unoccupied orbital energy comes out at 0.38 eV. The calculation puts the HOMO-LUMO gap at 9.29 eV.

CARTESIAN COORDINATES (ANGSTROEM)
C1 2.5341 0.0124 0.2574
C2 -1.2952 -0.4077 1.7543
C3 1.5165 1.0202 -0.0476
C4 0.1372 0.3918 -0.0545
C5 0.1807 -0.6363 -1.1682
N1 3.4740 -0.6149 0.0293
N2 -0.1260 -0.2022 1.3796
O1 0.9508 -0.5067 2.0632
O2 4.3374 -1.4271 -0.0244
O3 1.7534 2.1576 0.7835
H1 -2.0761 0.0825 1.1242
H2 -1.5025 -0.7746 2.7186
H3 1.6361 1.3045 -1.1036
H4 -0.6614 1.1588 -0.2697
H5 1.1469 -1.2213 -0.8975
H6 0.4404 -0.2134 -2.2266
H7 -0.7620 -1.2231 -1.4004
H8 1.6163 1.8836 1.7052

Results of the Mulliken charge analysis, in e, for atoms 1 through 2: -0.068, -0.418

=====

2) ORCA calculation (ωB97M-V with the def2-TZVPD basis set) on a cluster of 2 separate species, C5H8N2O3 in total.

For the HOMO energy, the calculation gives -10.34 eV. The lowest unoccupied orbital energy comes out at 0.27 eV. The calculation puts the HOMO-LUMO gap at 10.61 eV.

CARTESIAN COORDINATES (ANGSTROEM)
O1 1.0059 -0.8057 -1.4684
C1 0.4444 0.3142 -0.8274
C2 -1.0216 0.3929 -1.0976
N1 -2.0595 0.8877 -1.3699
C3 0.7949 0.3440 0.6530
C4 -0.1326 0.8740 1.7001
N2 0.1463 -0.5414 1.6188
C5 2.2534 0.5515 0.9316
O2 3.0207 1.0721 0.1611
H1 0.6758 -1.6246 -1.0810
H2 0.9024 1.2009 -1.2896
H3 0.2923 1.3950 2.5604
H4 -1.0991 1.2479 1.3580
H5 -0.6233 -1.0635 1.2036
H6 2.5731 0.2062 1.9401
O3 -2.5040 -1.7123 -1.4177
H7 -1.7158 -2.0003 -1.9044
H8 -2.9532 -0.7383 -1.6705

Results of the Mulliken charge analysis, in e, for atoms 1 through 2: -0.529, 0.530

=====

Quick one: most stable of them? 2)

=====

1) ORCA calculation (ωB97M-V with the def2-TZVPD basis set) on an isolated molecule of C3H8N4O.

For the HOMO energy, the calculation gives -8.88 eV. The lowest unoccupied orbital energy comes out at 0.75 eV. The calculation puts the HOMO-LUMO gap at 9.63 eV.

CARTESIAN COORDINATES (ANGSTROEM)
C1 -1.3468 1.8279 0.2692
C2 -0.0089 -0.1706 -0.3338
C3 2.1748 0.2696 -0.0842
H1 -2.4964 1.9661 0.2281
H2 -0.7804 1.7956 1.3048
H3 -0.7901 2.7195 -0.2843
H4 -2.0038 -0.2626 -0.1797
H5 0.4166 -2.2432 -0.2177
H6 -1.7280 -2.5842 -0.3898
H7 3.1219 0.8814 -0.0154
H8 3.4584 -0.9829 0.5526
N1 -1.2412 0.3716 -0.5633
N2 -0.3712 -1.5684 -0.2126
N3 0.8520 0.7570 -0.3860
N4 2.4331 -0.8851 0.0877
O1 -1.6900 -1.8917 0.2244

Results of the Mulliken charge analysis, in e, for atoms 1 through 2: -0.618, 0.379

=====

2) ORCA calculation (ωB97M-V with the def2-TZVPD basis set) on a structure of composition C3H8N4O.

For the HOMO energy, the calculation gives -8.44 eV. The lowest unoccupied orbital energy comes out at 0.35 eV. The calculation puts the HOMO-LUMO gap at 8.79 eV.

CARTESIAN COORDINATES (ANGSTROEM)
C1 -2.3413 -0.8621 0.2031
C2 0.3194 1.2786 -0.1657
C3 2.7045 -1.2547 0.0499
H1 -1.8510 -2.0822 -0.3634
H2 -2.3203 -0.6923 1.5325
H3 -3.6849 -0.6559 -0.0549
H4 -1.3652 2.0111 -0.5641
H5 0.5603 3.0780 0.5848
H6 0.5424 -0.6186 -0.5431
H7 1.8831 -2.0996 0.1721
H8 3.6864 -1.7842 0.6298
N1 -1.0988 1.1329 -0.0911
N2 1.1154 2.2706 0.1552
N3 1.0580 0.2991 -0.5680
N4 2.3377 0.0723 -0.3519
O1 -1.5455 -0.0931 -0.6253

Results of the Mulliken charge analysis, in e, for atoms 1 through 2: -0.485, 0.422

=====

Quick one: most stable of them? 1)

=====

1) ORCA calculation (ωB97M-V with the def2-TZVPD basis set) on an isolated molecule of C3H8N4O.

For the HOMO energy, the calculation gives -7.96 eV. The lowest unoccupied orbital energy comes out at 0.81 eV. The calculation puts the HOMO-LUMO gap at 8.77 eV.

CARTESIAN COORDINATES (ANGSTROEM)
C1 0.0557 -0.3768 -0.2705
C2 0.7730 0.7976 0.2617
C3 -1.0517 -0.9471 0.6801
N1 2.3848 -1.2892 -0.1646
N2 1.1104 -1.4930 -0.5502
N3 2.5754 -0.1443 0.2930
N4 0.8296 2.0135 -0.5047
O1 3.5958 0.5072 0.3677
H1 -0.4220 -0.3223 -1.3143
H2 0.6045 0.8774 1.3253
H3 -1.3975 -1.8528 0.3062
H4 -2.0168 -0.2468 0.6579
H5 -0.9427 -0.9356 1.8126
H6 0.8449 -2.5441 -0.2663
H7 0.8745 2.7704 0.1137
H8 1.4967 2.1036 -1.3025

Results of the Mulliken charge analysis, in e, for atoms 1 through 2: 0.394, -0.244

=====

2) ORCA calculation (ωB97M-V with the def2-TZVPD basis set) on an isolated molecule of C3H8N4O.

For the HOMO energy, the calculation gives -8.94 eV. The lowest unoccupied orbital energy comes out at 0.43 eV. The calculation puts the HOMO-LUMO gap at 9.37 eV.

CARTESIAN COORDINATES (ANGSTROEM)
C1 -2.6882 0.5602 -0.0031
C2 -1.3576 -0.1286 -0.1120
C3 1.5791 0.1049 -0.0386
H1 -2.5832 1.7012 0.1733
H2 -3.0881 0.1434 0.8168
H3 -3.1861 0.4281 -0.9209
H4 -2.1956 -1.4261 -1.2985
H5 -0.8716 0.9582 1.3375
H6 0.8830 -1.5738 1.3043
H7 0.3551 1.7271 -0.8299
H8 1.7977 1.2944 -1.4334
N1 -1.2457 -1.2837 -0.8090
N2 -0.3831 0.1029 0.8203
N3 0.7346 -0.4595 1.0298
N4 1.3556 1.4289 -0.4071
O1 2.5574 -0.6239 -0.3331

Results of the Mulliken charge analysis, in e, for atoms 1 through 2: -1.454, 0.832

=====

Quick one: most stable of them? 2)